[1]
One molecule with the formula C4H7FS in a non-equilibrium geometry, computed with the ωB97M-V functional and the def2-TZVPD basis.

Geometry as ORCA input:
```
! RIJCOSX wB97M-V def2-TZVPD def2/J DEFGRID3
* xyz 0 1
C 0.332 1.860 -0.284
C 0.642 0.677 0.639
S 1.568 -0.725 -0.214
C -0.084 -0.583 0.533
C -1.315 -0.702 -0.407
F -2.397 0.004 0.121
H 1.124 2.548 -0.288
H -0.554 2.352 0.012
H 0.256 1.492 -1.357
H 1.078 0.858 1.598
H -0.183 -1.191 1.414
H -1.571 -1.749 -0.528
H -1.103 -0.258 -1.391
*
```

relative energy (zero: lowest compared OMol25 entry of this formula, charge and spin): 81.87 kJ/mol
orbital gap: 0.36582 Ha
max |F|: 2.573 eV/A

[2]
C5H11N2O as an isolated structure in a non-equilibrium geometry, computed with the ωB97M-V functional and the def2-TZVPD basis.

Geometry as ORCA input:
```
! RIJCOSX wB97M-V def2-TZVPD def2/J DEFGRID3
* xyz 1 1
C -2.489 -0.659 1.791
C -1.440 -1.051 1.065
C 1.679 1.971 -0.879
C 0.644 -0.183 -1.500
C -0.085 -0.928 1.544
N 1.001 0.757 -0.475
N 0.830 0.537 0.767
O 1.211 1.290 1.623
H -3.496 -0.845 1.458
H -2.377 -0.177 2.747
H -1.607 -1.561 0.125
H 1.096 2.477 -1.647
H 1.790 2.630 -0.017
H 2.668 1.738 -1.276
H -0.220 -0.770 -1.206
H 0.410 0.360 -2.413
H 1.481 -0.854 -1.709
H 0.605 -1.711 1.249
H 0.039 -0.580 2.561
*
```

relative energy (zero: lowest compared OMol25 entry of this formula, charge and spin): 506.79 kJ/mol
orbital gap: 0.36807 Ha
max |F|: 2.968 eV/A